51
Properties=species:S:1:pos:R:3 method="wB97M-V/def2-TZVPD" de_lowest_kcal_mol=10.9 orbital_gap_ha=0.26895 charge=-1 e_homo_ha=-0.166 e_tot_ev=-50192.8691
Au 1.54 -1.33 -0.44
O 3.45 -0.22 2.67
C 2.42 0.01 2.07
O 1.60 -0.90 1.61
C 1.95 1.42 1.83
C 2.84 2.46 2.10
C 2.55 3.76 1.74
C 1.35 4.03 1.10
C 0.43 3.02 0.86
C 0.70 1.70 1.23
P -0.42 0.34 0.75
C -1.93 1.35 0.30
C -2.13 1.60 -1.06
C -3.24 2.30 -1.50
C -4.18 2.75 -0.59
C -4.01 2.50 0.76
C -2.89 1.80 1.20
C -1.09 -0.36 2.31
C -1.90 -1.48 2.18
C -2.41 -2.12 3.30
C -2.11 -1.64 4.57
C -1.31 -0.51 4.70
C -0.80 0.13 3.58
H 3.78 2.20 2.59
H 3.26 4.55 1.93
H 1.13 5.04 0.77
H -0.51 3.26 0.38
H -1.39 1.24 -1.77
H -3.37 2.49 -2.56
H -5.06 3.28 -0.94
H -4.75 2.84 1.47
H -2.76 1.62 2.26
H -2.13 -1.85 1.19
H -3.04 -2.99 3.18
H -2.50 -2.14 5.44
H -1.07 -0.14 5.69
H -0.18 1.00 3.69
C 3.02 -4.16 -3.43
Si 1.92 -2.63 -3.69
C 2.78 -1.56 -5.01
C 0.29 -3.26 -4.43
O 1.68 -1.79 -2.38
H 3.34 -4.61 -4.38
H 2.49 -4.93 -2.86
H 3.92 -3.89 -2.86
H 3.11 -2.16 -5.86
H 3.66 -1.08 -4.58
H 2.12 -0.77 -5.37
H 0.45 -3.82 -5.36
H -0.38 -2.43 -4.65
H -0.23 -3.92 -3.73

52
Properties=species:S:1:pos:R:3 method="wB97M-V/def2-TZVPD" orbital_gap_ha="0.25427 / 0.25159" multiplicity=2 s_squared=0.78 e_homo_ha="-0.286 / -0.286" e_tot_ev=-196707.8323
V -0.95 1.52 -0.49
C -1.04 1.05 -3.82
C -1.68 -0.02 -2.99
C -2.18 -1.20 -3.56
C -2.67 -2.21 -2.77
C -2.73 -2.04 -1.37
C -3.16 -2.99 -0.42
Br -3.67 -4.73 -0.99
C -3.19 -2.68 0.91
C -2.84 -1.40 1.36
Br -2.91 -0.98 3.20
C -2.44 -0.40 0.48
O -2.20 0.84 0.79
C -2.30 -0.79 -0.88
N -1.74 0.17 -1.68
H -0.89 0.72 -4.84
H -0.08 1.34 -3.38
H -1.66 1.95 -3.83
H -2.14 -1.31 -4.63
H -3.01 -3.14 -3.22
H -3.50 -3.42 1.63
F -0.66 2.96 -1.39
C 1.88 3.54 1.15
C 1.11 2.78 2.24
C -0.39 3.08 2.14
C 1.51 1.31 2.23
C 2.22 0.82 3.31
C 2.79 -0.44 3.30
C 2.71 -1.20 2.15
C 1.99 -0.77 1.04
C 2.07 -1.61 -0.23
C 2.66 -0.80 -1.39
C 0.73 -2.24 -0.64
C 1.29 0.46 1.11
N 0.39 0.87 0.17
H 1.70 4.61 1.24
H 1.57 3.21 0.16
H 2.95 3.37 1.25
H 1.44 3.17 3.21
H -0.74 2.96 1.11
H -0.58 4.11 2.42
H -0.98 2.42 2.77
H 2.36 1.46 4.18
H 3.32 -0.81 4.17
H 3.21 -2.16 2.10
H 2.76 -2.42 -0.01
H 2.02 0.05 -1.62
H 2.76 -1.42 -2.28
H 3.65 -0.42 -1.13
H 0.13 -1.49 -1.14
H 0.19 -2.62 0.22
H 0.90 -3.06 -1.34

88
Properties=species:S:1:pos:R:3 method="wB97M-V/def2-TZVPD" orbital_gap_ha=0.32340 e_homo_ha=-0.340 e_tot_ev=-2761902.6417
C 0.51 0.61 -2.06
C 0.59 1.53 -3.15
C 1.06 2.24 -4.58
C 2.20 3.43 -4.30
N 3.22 4.22 -4.38
C 1.53 1.16 -5.73
C 0.76 -0.29 -5.49
N 0.15 -1.45 -5.34
O 2.98 1.04 -5.92
C 3.65 0.38 -4.79
C 4.00 -1.22 -5.05
C 5.59 -1.58 -4.94
O 3.26 -1.99 -4.00
H 0.62 -0.22 -1.21
H 0.11 2.82 -5.00
H 1.09 1.57 -6.76
H 3.11 0.51 -3.75
H 4.71 0.91 -4.67
H 3.54 -1.58 -6.08
H 6.03 -1.58 -6.04
H 6.11 -0.81 -4.23
H 5.78 -2.67 -4.50
H 3.45 -1.63 -3.09
C -3.48 -0.52 -1.52
Br -4.04 1.33 -1.78
Br -1.60 -0.78 -1.96
Br -3.90 -1.17 0.26
H -4.06 -1.13 -2.23
C 6.71 5.16 -4.20
Br 8.43 4.35 -4.61
Br 6.54 5.60 -2.31
Br 6.35 6.70 -5.34
H 5.95 4.41 -4.43
C -3.57 -1.25 4.55
Br -5.25 -1.55 3.63
Br -2.18 -0.62 3.34
Br -3.78 -0.08 6.09
H -3.24 -2.22 4.94
C -5.25 -4.62 -3.29
Br -5.81 -2.77 -3.55
Br -3.37 -4.88 -3.73
Br -5.67 -5.27 -1.51
H -5.83 -5.23 -4.00
C 1.13 1.67 4.69
Br 0.76 2.59 3.01
Br -0.40 1.70 5.88
Br 1.78 -0.14 4.39
H 1.94 2.22 5.18
C 2.76 -5.02 -1.45
Br 1.59 -3.48 -1.67
Br 4.61 -4.49 -1.18
Br 2.14 -6.21 -0.04
H 2.72 -5.59 -2.39
C -6.90 0.43 8.41
Br -7.18 -1.45 8.83
Br -7.73 0.93 6.73
Br -7.46 1.59 9.87
H -5.82 0.58 8.29
C -0.18 0.51 9.67
Br -0.13 -1.24 8.82
Br -1.46 0.57 11.13
Br 1.59 1.08 10.25
H -0.51 1.23 8.92
C 7.98 0.22 -8.40
Br 7.80 1.49 -6.94
Br 8.66 -1.50 -7.80
Br 6.31 0.03 -9.39
H 8.72 0.63 -9.10
C -5.93 4.41 7.10
Br -4.22 3.47 7.00
Br -5.72 6.21 7.81
Br -6.86 4.40 5.39
H -6.55 3.85 7.81
C -1.54 -4.92 6.59
Br -0.75 -3.89 5.15
Br -0.31 -5.15 8.08
Br -3.24 -4.17 7.17
H -1.76 -5.92 6.19
C 5.07 -5.31 -6.80
Br 6.79 -6.13 -7.21
Br 4.90 -4.87 -4.92
Br 4.71 -3.78 -7.94
H 4.30 -6.06 -7.03
C -9.78 7.83 5.30
Br -8.22 7.96 4.15
Br -10.87 6.27 4.88
Br -9.31 7.89 7.19
H -10.40 8.71 5.10

54
Properties=species:S:1:pos:R:3 method="wB97M-V/def2-TZVPD" de_lowest_kcal_mol=1.5 smiles="CCCCn1c(=O)[nH]c(=O)c2c1nc(-c1ccc(-c3ccccc3Br)o1)n2CCOC" orbital_gap_ha=0.27557 e_homo_ha=-0.282 e_tot_ev=-107381.5799
C -5.44 -1.93 -3.23
C -5.45 -1.51 -1.77
C -4.63 -2.46 -0.90
C -4.70 -2.11 0.58
N -4.19 -0.77 0.85
C -5.05 0.25 1.16
O -6.24 0.10 1.28
N -4.46 1.49 1.37
C -3.12 1.87 1.31
O -2.77 3.00 1.60
C -2.31 0.75 0.92
C -2.86 -0.52 0.72
N -1.89 -1.40 0.43
C -0.76 -0.69 0.43
C 0.50 -1.34 0.19
C 0.69 -2.66 -0.15
C 2.08 -2.86 -0.20
C 2.66 -1.64 0.10
C 4.06 -1.32 0.24
C 4.95 -2.35 0.57
C 6.30 -2.12 0.71
C 6.82 -0.85 0.53
C 5.97 0.19 0.20
C 4.61 -0.05 0.05
Br 3.53 1.43 -0.47
O 1.69 -0.72 0.33
N -0.96 0.61 0.73
C -0.06 1.73 0.61
C 0.11 2.09 -0.86
O -1.16 2.36 -1.40
C -1.11 2.80 -2.73
H -6.02 -1.24 -3.83
H -4.42 -1.95 -3.61
H -5.86 -2.93 -3.34
H -5.05 -0.50 -1.68
H -6.48 -1.49 -1.40
H -4.99 -3.48 -1.03
H -3.58 -2.43 -1.21
H -4.11 -2.82 1.16
H -5.74 -2.11 0.93
H -5.11 2.22 1.63
H -0.08 -3.38 -0.33
H 2.59 -3.76 -0.46
H 4.55 -3.34 0.74
H 6.96 -2.94 0.97
H 7.87 -0.66 0.64
H 6.35 1.19 0.04
H 0.91 1.48 1.05
H -0.52 2.57 1.14
H 0.58 1.26 -1.41
H 0.77 2.97 -0.94
H -2.13 2.98 -3.04
H -0.66 2.04 -3.38
H -0.53 3.73 -2.82

57
Properties=species:S:1:pos:R:3 method="wB97M-V/def2-TZVPD" de_lowest_kcal_mol=55.9 orbital_gap_ha="0.25905 / 0.24407" multiplicity=2 s_squared=0.76 e_homo_ha="-0.293 / -0.293" e_tot_ev=-139861.9134
Ru 0.14 -0.44 -0.80
S -0.17 -3.02 -0.43
C 0.66 -2.85 -1.94
S -0.07 -1.68 -2.99
C 1.82 -3.52 -2.24
C 2.55 -3.26 -3.44
N 3.18 -3.04 -4.37
C 2.45 -4.36 -1.28
N 2.99 -5.02 -0.50
C -2.67 2.13 -3.21
C -1.73 1.87 -2.06
O -1.65 0.71 -1.63
C -1.01 2.97 -1.47
C -1.57 4.25 -1.43
C -0.94 5.29 -0.79
C 0.31 5.07 -0.20
C 0.92 3.85 -0.27
C 0.29 2.74 -0.90
O 0.92 1.62 -0.97
H -2.83 1.19 -3.75
H -2.25 2.87 -3.89
H -3.63 2.48 -2.84
H -2.55 4.41 -1.87
H -1.41 6.27 -0.75
H 0.80 5.89 0.33
H 1.89 3.67 0.16
Br 6.98 -1.53 -1.41
C 5.13 -1.28 -1.17
C 4.38 -0.63 -2.14
C 3.04 -0.43 -1.90
N 2.45 -0.83 -0.77
C 3.16 -1.47 0.15
C 4.52 -1.71 0.00
H 4.83 -0.31 -3.07
H 2.41 0.07 -2.62
H 2.64 -1.79 1.04
H 5.07 -2.24 0.76
C -3.74 -0.57 2.11
N -2.41 0.02 2.10
C -2.35 1.31 1.44
C -1.31 -0.70 2.38
S 0.23 -0.29 1.78
N -1.45 -1.75 3.21
C -0.43 -2.80 3.26
C -2.29 -1.69 4.40
H -4.20 -0.41 1.13
H -4.38 -0.12 2.87
H -3.67 -1.65 2.28
H -3.06 1.99 1.91
H -2.60 1.21 0.38
H -1.35 1.73 1.52
H -0.05 -2.98 2.26
H -0.90 -3.71 3.63
H 0.40 -2.52 3.91
H -2.81 -0.73 4.45
H -1.65 -1.78 5.28
H -3.02 -2.50 4.42

48
Properties=species:S:1:pos:R:3 method="wB97M-V/def2-TZVPD" smiles="CN1[C@@H]2CC[C@H]1C(Cc1ccc(F)cc1)=C[C@@H]2Cc1ccc(F)cc1" orbital_gap_ha=0.33220 e_homo_ha=-0.305 e_tot_ev=-30108.9430
C 1.26 -0.90 2.86
N 1.77 -1.12 1.49
C 0.87 -1.58 0.36
C 2.06 -1.97 -0.49
C 3.16 -0.89 -0.16
C 2.61 -0.04 1.01
C 1.81 1.07 0.55
C 2.43 2.41 0.31
C 2.54 3.38 1.38
C 3.38 3.22 2.48
C 3.64 4.35 3.32
C 2.93 5.51 3.14
F 3.11 6.42 3.99
C 2.10 5.72 2.04
C 1.85 4.65 1.18
C 0.48 0.92 0.10
C -0.08 -0.48 -0.11
C -1.51 -0.64 0.54
C -2.56 -1.12 -0.42
C -2.75 -2.44 -0.72
C -3.71 -2.75 -1.76
C -4.53 -1.76 -2.37
F -5.50 -2.18 -3.20
C -4.40 -0.48 -1.93
C -3.36 -0.12 -1.08
H 2.00 -0.91 3.55
H 0.75 -1.84 3.17
H 0.54 -0.10 2.95
H 0.32 -2.43 0.61
H 1.89 -2.00 -1.56
H 2.22 -2.92 -0.23
H 3.52 -0.30 -1.08
H 4.02 -1.41 0.22
H 3.39 0.30 1.78
H 1.95 2.76 -0.65
H 3.49 2.29 -0.06
H 4.11 2.35 2.61
H 4.42 4.36 4.05
H 1.63 6.68 1.90
H 1.32 4.86 0.30
H -0.07 1.85 -0.05
H -0.14 -0.66 -1.18
H -1.88 0.38 0.93
H -1.54 -1.24 1.40
H -2.11 -3.24 -0.27
H -3.70 -3.76 -2.09
H -5.13 0.22 -2.41
H -3.19 0.95 -0.98

56
Properties=species:S:1:pos:R:3 method="wB97M-V/def2-TZVPD" de_lowest_kcal_mol=0.0 orbital_gap_ha=0.26282 charge=+1 e_homo_ha=-0.390 e_tot_ev=-47586.8849
Pd 0.69 -0.19 0.93
C 3.14 -0.91 2.41
N 1.89 -1.57 1.97
C 2.22 -2.78 1.20
C 1.11 -1.97 3.19
C 0.29 -0.79 3.64
N -0.50 -0.36 2.49
C -1.71 -1.06 2.34
C -2.06 -1.86 1.25
F -1.16 -2.12 0.27
C -3.31 -2.44 1.13
F -3.56 -3.20 0.05
C -4.28 -2.28 2.09
C -3.96 -1.49 3.18
F -4.87 -1.28 4.14
C -2.72 -0.89 3.30
F -2.49 -0.09 4.35
H 3.77 -1.62 2.95
H 2.91 -0.07 3.06
H 3.69 -0.54 1.55
H 2.74 -3.50 1.84
H 2.86 -2.54 0.36
H 1.30 -3.23 0.83
H 1.80 -2.36 3.95
H 0.44 -2.78 2.89
H 0.92 0.03 3.97
H -0.34 -1.07 4.49
H -5.25 -2.74 2.00
O -2.71 3.71 -3.59
C -3.24 3.52 -2.30
C -2.29 2.68 -1.49
C -2.55 2.41 -0.15
C -1.67 1.62 0.56
N -0.57 1.11 0.00
C -0.29 1.39 -1.28
C -1.13 2.16 -2.05
C 1.01 0.86 -1.77
C 1.45 1.07 -3.06
C 2.70 0.60 -3.46
C 3.21 0.80 -4.86
O 2.43 1.71 -5.61
C 3.46 -0.07 -2.51
C 2.95 -0.26 -1.24
N 1.74 0.18 -0.87
H -3.33 4.20 -4.12
H -4.21 3.01 -2.33
H -3.39 4.47 -1.78
H -3.43 2.81 0.34
H -1.82 1.39 1.61
H -0.91 2.38 -3.09
H 0.84 1.59 -3.79
H 3.16 -0.16 -5.38
H 4.26 1.10 -4.83
H 2.78 2.60 -5.52
H 4.45 -0.44 -2.75
H 3.53 -0.77 -0.50

50
Properties=species:S:1:pos:R:3 method="wB97M-V/def2-TZVPD" de_lowest_kcal_mol=11.4 smiles="O=C(CCc1cn(Cc2ccc(F)cc2)c2ccccc12)N1CCOCC1" orbital_gap_ha=0.30253 e_homo_ha=-0.280 e_tot_ev=-32980.5600
O 1.68 -0.94 -0.19
C 1.34 -2.01 -0.64
C 1.00 -2.23 -2.10
C 0.94 -0.90 -2.86
C -0.09 0.03 -2.31
C -1.06 -0.22 -1.39
N -1.78 0.91 -1.10
C -2.69 1.04 -0.01
C -2.02 1.54 1.26
C -0.69 1.23 1.53
C -0.09 1.67 2.69
C -0.83 2.41 3.59
F -0.26 2.84 4.73
C -2.16 2.74 3.34
C -2.74 2.29 2.17
C -1.25 1.94 -1.84
C -1.60 3.28 -1.89
C -0.91 4.09 -2.75
C 0.12 3.59 -3.55
C 0.48 2.26 -3.50
C -0.20 1.42 -2.63
N 1.20 -3.09 0.18
C 0.99 -4.47 -0.21
C 2.24 -5.28 0.15
O 2.55 -5.18 1.51
C 2.77 -3.83 1.89
C 1.54 -2.97 1.59
H 0.04 -2.74 -2.19
H 1.77 -2.87 -2.55
H 0.75 -1.10 -3.92
H 1.91 -0.41 -2.78
H -1.31 -1.14 -0.88
H -3.14 0.06 0.18
H -3.49 1.73 -0.29
H -0.11 0.65 0.82
H 0.94 1.44 2.91
H -2.71 3.32 4.06
H -3.77 2.54 1.97
H -2.39 3.68 -1.27
H -1.15 5.14 -2.82
H 0.65 4.26 -4.22
H 1.28 1.88 -4.12
H 0.78 -4.56 -1.27
H 0.14 -4.87 0.36
H 2.08 -6.34 -0.05
H 3.09 -4.92 -0.46
H 2.98 -3.85 2.96
H 3.63 -3.43 1.35
H 1.74 -1.92 1.80
H 0.69 -3.32 2.18